Record 1
Formula: C31H57BeN2O2P2S
Source: the OMol25 dataset
Level of theory: ωB97M-V/def2-TZVPD

ORCA input file:
```
! RIJCOSX wB97M-V def2-TZVPD def2/J DEFGRID3
* xyz 1 1
C -2.127 -1.255 0.338
C -0.182 -2.331 1.145
C -2.899 -2.336 0.688
C -0.891 -3.545 1.160
C -2.265 -3.534 1.031
H -4.005 -2.299 0.651
H -0.315 -4.449 1.380
H -2.829 -4.448 1.160
N -0.773 -1.231 0.492
P -2.190 1.063 -1.414
P 1.715 -0.493 1.916
C -2.911 -0.044 -0.199
H -3.842 -0.412 -0.660
H -3.206 0.594 0.644
C -0.449 1.512 -0.728
O 0.124 2.550 -0.985
C 1.073 -2.173 1.853
H 1.729 -3.072 1.927
C 3.557 0.106 1.262
C 1.500 -0.568 3.848
C -2.020 0.230 -3.072
C -3.275 2.562 -1.536
C 3.484 1.110 0.099
H 2.887 1.999 0.341
H 4.516 1.430 -0.124
H 3.078 0.677 -0.819
C 4.331 0.756 2.402
H 3.815 1.652 2.770
H 4.513 0.068 3.239
H 5.314 1.076 2.018
C 4.237 -1.150 0.772
H 5.277 -0.939 0.488
H 4.243 -1.968 1.505
H 3.714 -1.470 -0.128
C 1.802 0.788 4.496
H 1.252 1.585 3.967
H 1.450 0.771 5.541
H 2.874 1.030 4.499
C 0.026 -0.916 4.148
H -0.660 -0.271 3.577
H -0.208 -1.966 3.925
H -0.166 -0.733 5.215
C 2.469 -1.670 4.311
H 2.466 -2.539 3.636
H 3.503 -1.291 4.373
H 2.171 -2.040 5.304
C -2.658 3.521 -2.576
H -3.237 4.460 -2.580
H -1.616 3.760 -2.320
H -2.688 3.112 -3.595
C -3.332 3.280 -0.174
H -3.888 2.692 0.570
H -2.336 3.499 0.226
H -3.872 4.234 -0.304
C -4.741 2.233 -1.904
H -5.163 1.474 -1.231
H -5.341 3.150 -1.790
H -4.867 1.899 -2.938
C -1.815 -1.273 -2.832
H -2.691 -1.730 -2.353
H -1.663 -1.770 -3.803
H -0.928 -1.467 -2.218
C -0.793 0.811 -3.811
H 0.147 0.561 -3.302
H -0.760 0.348 -4.811
H -0.870 1.896 -3.939
C -3.251 0.394 -3.984
H -4.174 0.040 -3.503
H -3.387 1.422 -4.345
H -3.094 -0.231 -4.879
Be 0.297 -0.137 -0.201
N 1.291 -0.661 -1.501
C 1.808 -1.115 -2.489
C 2.427 -2.588 -2.740
C 2.647 -3.330 -1.400
C 1.303 -3.391 -3.384
C 3.756 -2.481 -3.479
H 3.398 -2.877 -0.759
H 1.726 -3.383 -0.799
H 3.005 -4.351 -1.634
H 0.763 -2.844 -4.174
H 1.676 -4.363 -3.754
H 0.574 -3.600 -2.569
H 4.297 -3.444 -3.414
H 3.631 -2.196 -4.535
H 4.384 -1.710 -2.974
C -0.138 4.143 2.091
S -0.675 2.498 2.616
C -2.263 2.939 3.314
O -1.012 1.731 1.335
H -0.180 4.782 2.978
H -0.791 4.517 1.296
H 0.894 4.059 1.737
H -2.633 3.860 2.837
H -2.961 2.109 3.150
H -2.112 3.101 4.391
*
```

Computed properties:
- LUMO (Ha) = -0.132
- HOMO (eV) = -8.91
- energy above the lowest of the compared OMol25 structures with the same formula, charge and spin (kJ/mol) = 211.06

Record 2
Formula: C31H57N4O2P2Sr
Source: the OMol25 dataset
Level of theory: ωB97M-V/def2-TZVPD

ORCA input file:
```
! RIJCOSX wB97M-V def2-TZVPD def2/J DEFGRID3
* xyz 1 1
C -0.989 2.502 -1.664
C -0.275 3.120 0.499
C -1.252 3.828 -2.005
C -0.399 4.486 0.133
C -0.901 4.839 -1.108
H -1.688 4.034 -2.983
H -0.133 5.234 0.881
H -1.027 5.879 -1.394
N -0.529 2.143 -0.452
P -0.112 -0.034 -2.790
P -0.125 1.166 2.571
C -1.272 1.407 -2.731
H -2.287 1.013 -2.558
H -1.278 1.863 -3.732
C 0.089 2.746 1.845
H 0.510 3.537 2.471
C -1.888 1.046 3.295
C 1.304 0.713 3.766
C -0.944 -1.609 -3.542
C 1.415 0.648 -3.675
C -2.282 -0.446 3.357
H -1.651 -1.021 4.045
H -3.324 -0.528 3.703
H -2.226 -0.915 2.365
C -1.916 1.696 4.682
H -1.325 1.138 5.422
H -1.564 2.737 4.654
H -2.957 1.705 5.042
C -2.876 1.760 2.353
H -3.903 1.617 2.731
H -2.683 2.839 2.299
H -2.833 1.343 1.337
C 0.964 -0.596 4.503
H 0.762 -1.416 3.796
H 1.837 -0.895 5.102
H 0.114 -0.504 5.190
C 2.594 0.458 2.965
H 2.522 -0.441 2.335
H 2.896 1.311 2.349
H 3.407 0.263 3.683
C 1.536 1.877 4.728
H 0.657 2.110 5.341
H 2.352 1.598 5.411
H 1.845 2.785 4.194
C 2.542 -0.392 -3.507
H 3.424 -0.030 -4.053
H 2.832 -0.506 -2.450
H 2.273 -1.379 -3.907
C 1.844 1.969 -3.004
H 1.147 2.786 -3.234
H 1.943 1.877 -1.912
H 2.833 2.251 -3.396
C 1.107 0.907 -5.152
H 1.919 1.521 -5.569
H 1.073 -0.020 -5.735
H 0.166 1.456 -5.299
C -2.460 -1.400 -3.634
H -2.729 -0.600 -4.339
H -2.921 -2.330 -4.003
H -2.899 -1.181 -2.651
C -0.658 -2.769 -2.560
H -1.122 -2.612 -1.574
H -1.087 -3.694 -2.974
H 0.420 -2.945 -2.422
C -0.388 -1.968 -4.921
H -0.623 -1.203 -5.672
H 0.694 -2.159 -4.905
H -0.871 -2.902 -5.251
Sr 0.235 -0.392 0.089
C 3.071 0.341 -0.286
O 4.098 0.862 -0.245
N -2.239 -0.810 -0.111
C -3.407 -0.917 -0.123
C -4.859 -1.319 -0.040
C -5.659 -0.261 0.719
C -5.442 -1.473 -1.444
C -4.947 -2.656 0.690
H -5.318 -0.175 1.761
H -5.580 0.720 0.231
H -6.721 -0.552 0.731
H -4.947 -2.293 -1.983
H -6.513 -1.715 -1.372
H -5.342 -0.543 -2.019
H -5.995 -2.986 0.731
H -4.367 -3.425 0.161
H -4.572 -2.570 1.720
C 0.045 -5.330 0.738
N 1.392 -4.772 0.729
C 1.671 -3.465 0.662
N 2.984 -3.091 0.590
O 0.763 -2.575 0.680
H -0.712 -4.546 0.635
H -0.128 -5.862 1.679
H -0.060 -6.035 -0.092
H 2.192 -5.396 0.720
H 3.205 -2.116 0.383
H 3.705 -3.796 0.513
*
```

Computed properties:
- LUMO (Ha) = -0.093
- HOMO (eV) = -7.89
- energy above the lowest of the compared OMol25 structures with the same formula, charge and spin (kJ/mol) = 0.00

no.,M (g mol⁻¹)
1,592.84
2,667.39